*P*
Computed, not measured: 3 unconnected molecules or ions with the total composition C4H12N2O2, with the ωB97M-V functional and the def2-TZVPD basis.

The geometry in XYZ format:
```
20
C4H12N2O2 | the OMol25 dataset | the ωB97M-V functional and the def2-TZVPD basis
O 2.331 1.321 -0.589
C 1.223 1.139 -1.144
C -0.054 1.339 -0.639
C -1.203 0.589 -1.137
C -1.455 -0.641 -0.306
N -0.338 -1.652 -0.653
N -0.176 1.865 0.666
H 1.170 0.994 -2.253
H 1.996 -0.460 2.184
H -1.017 0.350 -2.195
H -2.102 1.214 -1.092
H -2.368 -1.231 -0.404
H -1.430 -0.363 0.790
H 0.530 -1.122 -0.477
H -0.362 -2.214 0.225
H -0.297 2.821 0.640
H 0.702 1.686 1.032
H 2.313 -0.477 1.500
H 0.269 -3.040 2.111
O 0.269 -2.119 1.740
```

## Properties
LUMO: -0.14304 Eh
Gap between HOMO and LUMO: 3.9 eV
HOMO level: -7.8 eV

=====

*Q*
Computed, not measured: 2 unconnected molecules or ions with the total composition C4H12N2O2, with the ωB97M-V functional and the def2-TZVPD basis.

The geometry in XYZ format:
```
20
C4H12N2O2 | the OMol25 dataset | the ωB97M-V functional and the def2-TZVPD basis
C -1.398 0.783 -0.225
N -0.257 0.391 -0.959
C 0.041 1.180 -2.212
C 1.023 0.172 -0.253
C 0.932 -1.254 0.353
N 0.110 -2.260 -0.161
O 1.629 -1.605 1.318
H -1.634 0.040 0.619
H -1.173 1.703 0.212
H -2.338 0.698 -0.791
H -0.941 1.342 -2.855
H 0.802 0.728 -2.945
H 0.422 2.227 -2.091
H 1.320 0.719 0.728
H 1.680 0.344 -1.137
H -0.044 -3.142 0.240
H -0.451 -2.058 -1.039
O -0.174 0.274 3.683
H -0.255 -0.514 4.217
H 0.705 0.232 3.299
```

## Properties
LUMO: 0.02844 Eh
SMILES: CN(C)CC(N)=O.O
Gap between HOMO and LUMO: 9.6 eV
HOMO level: -8.8 eV

=====

*R*
Computed, not measured: a single C4H12N2O2 molecule, with the ωB97M-V functional and the def2-TZVPD basis.

The geometry in XYZ format:
```
20
C4H12N2O2 | the OMol25 dataset | the ωB97M-V functional and the def2-TZVPD basis
C 0.341 2.463 0.614
N -0.921 1.759 0.498
C -0.908 0.346 -0.043
N -0.987 0.504 -1.463
C 0.292 -0.417 0.490
C 0.206 -1.928 0.035
O 0.732 -2.748 1.055
O 1.004 -2.146 -1.109
H 0.952 2.056 1.426
H 0.919 2.444 -0.318
H 0.155 3.513 0.863
H -1.517 2.252 -0.168
H -1.831 -0.122 0.314
H -0.057 0.583 -1.866
H -1.418 -0.312 -1.891
H 0.299 -0.391 1.585
H 1.237 -0.008 0.116
H -0.818 -2.244 -0.188
H 0.409 -3.647 0.868
H 1.913 -1.956 -0.818
```

## Properties
LUMO: 0.02663 Eh
SMILES: CN[C@@H](N)CC(O)O
Gap between HOMO and LUMO: 9.2 eV
HOMO level: -8.5 eV

=====

*S*
Computed, not measured: 2 unconnected molecules or ions with the total composition C4H12N2O2, with the ωB97M-V functional and the def2-TZVPD basis.

The geometry in XYZ format:
```
20
C4H12N2O2 | the OMol25 dataset | the ωB97M-V functional and the def2-TZVPD basis
C 0.062 -0.332 1.336
C 0.968 -0.006 0.130
N 2.370 -0.306 0.356
C 0.490 -0.761 -1.091
N -0.873 -0.456 -1.469
C -1.798 -1.347 -1.888
O -1.611 -2.543 -1.990
H -0.951 -0.608 1.068
H 0.433 -1.122 2.001
H 0.050 0.505 2.045
H 0.778 1.050 -0.069
H 2.425 -1.223 0.773
H 2.783 0.340 0.999
H 1.128 -0.533 -1.939
H 0.578 -1.816 -1.036
H -1.171 0.505 -1.384
H -2.743 -0.888 -2.159
O -1.225 3.069 1.178
H -0.359 3.443 1.004
H -1.335 3.030 2.137
```

## Properties
LUMO: 0.01685 Eh
SMILES: C[C@@H](N)CNC=O.O
Gap between HOMO and LUMO: 9.9 eV
HOMO level: -9.4 eV

=====

*S* (57.8 kJ/mol below the next structure)

=====

*P*
Computed, not measured: 3 unconnected molecules or ions with the total composition C4H12N2O2, with the ωB97M-V functional and the def2-TZVPD basis.

The geometry in XYZ format:
```
20
C4H12N2O2 | the OMol25 dataset | the ωB97M-V functional and the def2-TZVPD basis
C 0.413 2.016 -0.304
C 1.998 0.613 0.482
C -0.882 1.657 0.205
H 0.597 1.902 -1.364
H 1.018 2.754 0.202
H -1.154 2.160 1.130
H 2.219 -0.457 0.537
H 2.865 1.183 0.164
H 1.648 0.906 1.465
H -0.896 0.444 0.348
H -1.658 1.780 -0.552
C -0.223 -1.394 -0.995
N -1.549 -2.254 0.690
O 0.497 -0.548 -1.567
O -0.578 -2.510 -1.665
N -0.695 -1.184 0.242
H 1.234 0.395 -0.402
H -1.110 -3.022 -1.017
H -1.242 -2.533 1.616
H -2.500 -1.906 0.783
```

## Properties
LUMO: -0.02064 Eh
Gap between HOMO and LUMO: 7.8 eV
HOMO level: -8.3 eV

=====

*Q*
Computed, not measured: 2 unconnected molecules or ions with the total composition C4H12N2O2, with the ωB97M-V functional and the def2-TZVPD basis.

The geometry in XYZ format:
```
20
C4H12N2O2 | the OMol25 dataset | the ωB97M-V functional and the def2-TZVPD basis
C -0.571 1.159 -2.629
N 0.193 0.190 -1.905
C 0.918 0.763 -0.712
C -0.004 1.058 0.471
N -0.178 -0.186 1.237
C 0.521 -0.636 2.360
O 1.508 -0.103 2.892
H -0.781 0.649 -3.584
H -1.457 1.393 -2.042
H -0.017 2.084 -2.759
H 0.780 -0.361 -2.508
H 1.716 0.133 -0.370
H 1.308 1.816 -0.986
H -0.993 1.453 0.220
H 0.452 1.816 1.083
H -0.960 -0.668 0.841
H -0.018 -1.412 2.897
O -1.781 -1.995 -0.722
H -1.507 -1.369 -1.297
H -1.621 -2.840 -1.123
```

## Properties
LUMO: 0.02642 Eh
SMILES: CNCCNC=O.O
Gap between HOMO and LUMO: 9.9 eV
HOMO level: -9.1 eV

=====

*R*
Computed, not measured: a molecular structure, C4H12N2O2, with the ωB97M-V functional and the def2-TZVPD basis.

The geometry in XYZ format:
```
20
C4H12N2O2 | the OMol25 dataset | the ωB97M-V functional and the def2-TZVPD basis
C 1.222 -0.190 0.171
C 2.127 -1.350 -0.119
C 1.093 0.241 1.601
O -0.401 0.561 -1.592
H -0.073 -0.060 -2.257
H 1.472 0.666 -0.453
H 2.037 0.703 1.907
H 0.289 0.970 1.685
H 3.157 -1.030 0.076
H 2.070 -1.638 -1.169
H 1.858 -2.209 0.492
H 0.856 -0.606 2.238
N -1.740 0.757 0.278
N -2.715 1.620 -0.290
C -1.187 -0.240 -0.625
O -0.374 -1.105 -0.030
H -2.142 0.281 1.079
H -2.219 2.289 -0.870
H -3.349 1.102 -0.904
H -1.979 -0.761 -1.219
```

## Properties
LUMO: 0.03216 Eh
Gap between HOMO and LUMO: 9.9 eV
HOMO level: -9.1 eV

=====

*Q* (183.9 kJ/mol below the next structure)

=====

*P*
Computed, not measured: 2 unconnected molecules or ions with the total composition C4H12N2O2, with the ωB97M-V functional and the def2-TZVPD basis.

The geometry in XYZ format:
```
20
C4H12N2O2 | the OMol25 dataset | the ωB97M-V functional and the def2-TZVPD basis
C -3.006 -0.278 0.512
C -1.493 -0.251 0.832
C -0.867 1.109 0.466
N 0.056 1.090 -0.670
C 1.200 0.360 -0.618
N 1.605 -0.124 0.567
O 1.844 0.126 -1.646
H -3.499 0.023 1.447
H -3.433 0.441 -0.185
H -3.279 -1.317 0.335
H -1.054 -1.021 0.192
H -1.337 -0.567 1.859
H -1.619 1.834 0.189
H -0.377 1.540 1.319
H -0.338 1.212 -1.586
H 1.007 -0.208 1.368
H 2.542 -0.458 0.674
O 4.123 -1.427 -1.406
H 4.384 -1.429 -2.331
H 3.540 -0.653 -1.319
```

## Properties
LUMO: 0.02733 Eh
SMILES: CCCNC(N)=O.O
Gap between HOMO and LUMO: 10.5 eV
HOMO level: -9.8 eV

=====

*Q*
Computed, not measured: a molecular structure, C4H12N2O2, with the ωB97M-V functional and the def2-TZVPD basis.

The geometry in XYZ format:
```
20
C4H12N2O2 | the OMol25 dataset | the ωB97M-V functional and the def2-TZVPD basis
N 2.607 0.853 -0.034
C 2.048 -0.524 -0.440
C 0.788 -0.960 0.443
N 0.118 0.140 1.015
C -1.252 0.078 1.452
C -2.226 -0.266 0.508
O -2.037 -0.685 -0.657
H 2.610 0.034 0.982
H 3.514 0.923 -0.530
H 2.687 -1.414 -0.619
H 1.580 -0.316 -1.429
H 0.927 -1.781 1.175
H 0.144 -1.399 -0.332
H 0.664 0.465 1.807
H -1.453 0.680 2.337
H 2.884 -1.264 1.849
H -3.286 -0.092 0.775
H -0.452 1.066 -2.697
H -1.333 0.583 -1.496
O -0.906 1.355 -1.903
```

## Properties
LUMO: -0.12670 Eh
Gap between HOMO and LUMO: 4.0 eV
HOMO level: -7.4 eV

=====

*P* (931.3 kJ/mol below the next structure)

=====

*P*
Computed, not measured: 2 unconnected molecules or ions with the total composition C4H12N2O2, with the ωB97M-V functional and the def2-TZVPD basis.

The geometry in XYZ format:
```
20
C4H12N2O2 | the OMol25 dataset | the ωB97M-V functional and the def2-TZVPD basis
O 0.960 -1.864 -1.463
C -0.366 -1.308 -1.365
C -0.603 -1.007 0.062
C -1.046 -2.132 1.002
N -0.012 0.223 0.666
C -0.567 1.486 0.171
N 0.117 2.552 0.879
H -1.071 -2.037 -1.837
H -0.341 -0.383 -1.932
H -0.375 -2.123 1.896
H -0.943 -3.138 0.473
H -2.080 -2.034 1.358
H 1.030 0.381 0.532
H -0.379 1.572 -0.973
H -1.642 1.524 0.344
H -0.227 3.475 0.548
H 1.117 2.416 0.599
H 1.085 -1.634 -0.551
H 3.086 2.232 -0.233
O 2.256 1.799 -0.176
```

## Properties
LUMO: -0.12404 Eh
Gap between HOMO and LUMO: 4.3 eV
HOMO level: -7.7 eV

=====

*Q*
Computed, not measured: 2 unconnected molecules or ions with the total composition C4H12N2O2, with the ωB97M-V functional and the def2-TZVPD basis.

The geometry in XYZ format:
```
20
C4H12N2O2 | the OMol25 dataset | the ωB97M-V functional and the def2-TZVPD basis
C -1.732 0.980 -0.300
N -1.035 -0.105 0.307
C 0.465 0.140 0.222
C 0.973 1.440 0.953
C 0.950 0.355 -1.171
N 0.360 -0.342 -2.173
O 2.018 0.897 -1.453
H -1.268 1.071 -1.316
H -2.772 0.667 -0.334
H -1.594 1.982 0.026
H -1.394 -0.656 1.065
H 1.218 -0.725 0.520
H 1.579 1.180 1.866
H 0.210 2.201 1.108
H 1.643 2.002 0.393
H 0.663 -0.318 -3.218
H -0.247 -1.053 -1.683
O -1.340 -2.679 2.844
H -0.587 -3.205 2.577
H -2.079 -3.242 2.706
```

## Properties
LUMO: 0.01943 Eh
SMILES: CN[C@H](C)C(N)=O.O
Gap between HOMO and LUMO: 9.2 eV
HOMO level: -8.7 eV

=====

*Q* (513.3 kJ/mol below the next structure)